No. 1
Molecular formula: C2H7N3
Method: DFT, the ωB97M-V functional and the def2-TZVPD basis

Last column: Löwdin charge in e.
Positions of all 12 atoms, in Å:
N (1.916, 0.135, -0.323)  0.141
C (1.663, -0.730, 0.383)  -0.387
N (1.329, -1.747, 1.149)  0.104
H (1.985, -2.518, 1.197)  0.109
H (0.835, -1.533, 2.007)  0.109
C (-1.474, 0.509, -0.475)  -0.230
N (-0.692, 1.515, -1.162)  -0.077
H (-1.207, 0.368, 0.587)  0.052
H (-2.538, 0.790, -0.528)  0.068
H (-1.350, -0.439, -0.989)  0.062
H (0.290, 1.247, -1.166)  -0.003
H (-0.757, 2.403, -0.680)  0.053

For the relative energy (zero: lowest compared OMol25 entry of this formula, charge and spin), the calculation gives 0.939 eV. As for the calculated total energy: -244.6409 hartree. As for the SMILES: N#CN.CN. As for the orbital gap: 9.2 eV.

***

No. 2
Molecular formula: CH3NO2S2
Method: DFT, the ωB97M-V functional and the def2-TZVPD basis

Last column: Löwdin charge in e.
Positions of all 9 atoms, in Å:
C (-1.888, 0.238, 0.156)  0.040
N (-0.671, 0.165, -0.213)  -0.231
O (1.587, -1.369, -0.403)  -0.608
O (-0.157, 1.181, -0.719)  -0.132
S (3.382, 0.328, 1.032)  0.229
S (2.603, -0.376, -0.583)  0.431
H (-2.293, -0.599, 0.712)  0.077
H (-2.466, 1.125, 0.064)  0.082
H (-0.098, -0.693, -0.046)  0.112

For the relative energy (zero: lowest compared OMol25 entry of this formula, charge and spin), the calculation gives 2.566 eV. As for the calculated total energy: -1041.3970 hartree. As for the orbital gap: 7.0 eV.

***

No. 3
Molecular formula: C19H47B2IO18P3
Method: DFT, the ωB97M-V functional and the def2-TZVPD basis

Last column: Löwdin charge in e.
Positions of all 90 atoms, in Å:
C (3.686, -5.638, 0.252)  -0.108
C (2.910, -6.520, -0.729)  -0.234
C (2.398, -5.695, -1.924)  -0.258
O (1.771, -4.499, -1.555)  -0.171
C (0.539, -4.692, -0.825)  -0.165
B (-0.679, -3.758, -1.385)  -0.550
C (-0.342, -2.150, -1.431)  -0.128
C (0.736, -1.710, -2.440)  -0.169
C (1.988, -0.986, -1.850)  -0.090
C (2.436, -1.438, -0.492)  -0.510
O (3.305, -2.236, -0.283)  0.106
O (1.816, -0.835, 0.579)  0.058
C (-2.059, -3.893, -0.387)  -0.127
C (-1.962, -4.967, 0.613)  -0.809
O (-1.707, -4.783, 1.758)  -0.023
I (-2.305, -7.052, 0.002)  0.720
B (-1.195, -4.388, -2.900)  -0.526
O (-2.275, -3.794, -3.590)  0.091
O (-0.619, -5.521, -3.535)  0.079
H (4.294, -6.252, 0.924)  0.059
H (4.385, -5.019, -0.320)  0.072
H (3.024, -4.964, 0.792)  0.060
H (2.047, -7.013, -0.275)  0.096
H (3.615, -7.251, -1.145)  0.098
H (3.292, -5.401, -2.495)  0.120
H (1.777, -6.288, -2.610)  0.112
H (0.769, -4.542, 0.248)  0.107
H (0.242, -5.742, -0.959)  0.055
H (-1.282, -1.664, -1.727)  0.097
H (-0.153, -1.812, -0.404)  0.085
H (0.282, -0.991, -3.130)  0.103
H (1.101, -2.522, -3.071)  0.103
H (2.822, -1.214, -2.519)  0.116
H (1.887, 0.102, -1.893)  0.105
H (2.504, -0.694, 1.243)  0.114
H (-2.175, -2.951, 0.158)  0.109
H (-2.965, -4.029, -0.985)  0.094
H (-3.002, -4.420, -3.695)  0.083
H (-1.033, -6.339, -3.235)  0.071
C (0.297, 5.389, -4.856)  -0.095
O (1.571, 4.809, -4.552)  -0.225
P (1.613, 3.261, -4.134)  0.338
O (0.374, 2.537, -4.406)  -0.210
O (2.090, 3.273, -2.631)  -0.188
C (1.273, 3.973, -1.682)  -0.113
O (2.905, 2.721, -4.855)  -0.197
C (3.037, 2.958, -6.258)  -0.091
H (-0.311, 5.472, -3.954)  0.081
H (0.476, 6.384, -5.258)  0.086
H (-0.233, 4.795, -5.598)  0.086
H (0.233, 3.744, -1.880)  0.078
H (1.472, 5.041, -1.771)  0.100
H (1.553, 3.631, -0.688)  0.116
H (3.507, 3.927, -6.421)  0.087
H (2.068, 2.929, -6.758)  0.089
H (3.671, 2.177, -6.670)  0.090
C (-2.117, -2.722, 6.068)  -0.098
O (-1.051, -1.800, 5.811)  -0.227
P (-1.219, -0.780, 4.584)  0.335
O (-2.587, -0.694, 4.072)  -0.221
O (-0.106, -1.194, 3.563)  -0.199
C (-0.152, -2.535, 3.033)  -0.068
O (-0.603, 0.567, 5.146)  -0.204
C (-1.089, 1.047, 6.396)  -0.105
H (-2.178, -3.465, 5.273)  0.088
H (-1.899, -3.221, 7.010)  0.083
H (-3.068, -2.199, 6.153)  0.082
H (-1.166, -2.824, 2.773)  0.066
H (0.253, -3.227, 3.773)  0.094
H (0.465, -2.565, 2.140)  0.079
H (-0.518, 0.596, 7.208)  0.086
H (-2.149, 0.822, 6.525)  0.087
H (-0.952, 2.126, 6.417)  0.083
C (-3.272, 7.910, 1.410)  -0.099
O (-2.007, 7.262, 1.582)  -0.227
P (-2.002, 5.701, 1.949)  0.339
O (-3.297, 5.048, 1.770)  -0.213
O (-1.387, 5.636, 3.402)  -0.201
C (-2.070, 6.328, 4.445)  -0.097
O (-0.798, 5.131, 1.110)  -0.184
C (-0.771, 5.407, -0.295)  -0.092
H (-3.794, 7.990, 2.364)  0.083
H (-3.080, 8.909, 1.023)  0.085
H (-3.892, 7.367, 0.700)  0.085
H (-3.149, 6.175, 4.377)  0.089
H (-1.841, 7.394, 4.390)  0.087
H (-1.714, 5.938, 5.394)  0.087
H (-0.279, 6.367, -0.462)  0.100
H (-1.780, 5.435, -0.714)  0.103
H (-0.195, 4.614, -0.798)  0.015

As for the calculated total energy: -3478.3234 hartree. As for the orbital gap: 6.4 eV. Its charge is -1.

***

No. 4
Molecular formula: C3H7NO2
Method: DFT, the ωB97M-V functional and the def2-TZVPD basis

Last column: Löwdin charge in e.
Positions of all 13 atoms, in Å:
N (0.896, 0.136, -1.924)  0.130
C (0.058, 0.138, -0.834)  -0.643
O (0.108, 1.186, -0.091)  -0.110
C (-0.788, -0.935, -0.558)  -0.022
C (-0.422, 0.186, 1.716)  -0.009
O (0.798, 0.441, 2.104)  0.051
H (0.967, -0.706, -2.470)  0.091
H (1.729, 0.699, -1.857)  0.094
H (-0.741, -1.849, -1.152)  0.040
H (-1.769, -0.685, -0.167)  0.046
H (-1.179, 0.962, 1.694)  0.114
H (-0.725, -0.831, 1.904)  0.088
H (1.067, 1.257, 1.633)  0.129

For the relative energy (zero: lowest compared OMol25 entry of this formula, charge and spin), the calculation gives 4.225 eV. As for the calculated total energy: -323.6257 hartree. As for the orbital gap (alpha / beta): 7.4 / 7.4 eV.